No. 1
Density functional theory data (ωB97M-V/def2-TZVPD) for a 11-piece molecular cluster, C45H99N9O18 overall.

Element x y z (Å)
H: -2.828 -1.582 -1.566
C: -6.913 -4.674 -2.025
H: -6.127 1.736 -2.733
H: 1.510 -0.485 -2.061
H: -3.339 -4.009 -2.942
C: 1.507 -0.875 -7.115
H: -1.289 1.954 6.293
H: 2.325 -3.047 -2.581
O: 2.766 -4.480 1.969
H: 4.225 6.071 -2.349
H: -1.830 2.191 2.047
N: 4.959 5.385 -2.450
H: -6.584 -6.563 -1.601
C: 0.314 -0.235 1.139
O: 3.344 3.781 -0.862
H: -0.445 4.986 1.302
H: 5.023 1.516 2.309
O: -2.783 -1.464 -0.614
O: -6.473 0.030 6.714
H: 0.962 0.058 -6.977
H: 5.593 7.018 -0.148
C: 6.651 0.593 -1.568
C: 6.216 6.177 -0.453
C: -4.080 -7.233 1.534
H: 1.839 4.228 0.597
H: 6.925 -0.183 -4.130
C: 2.284 -3.676 -3.470
H: 6.371 -1.081 -0.163
H: 4.353 4.542 0.758
C: 4.625 4.336 5.001
O: 5.525 -1.052 -3.073
H: 5.696 -0.596 3.844
C: 2.659 -2.767 -5.665
H: 7.220 -1.970 -4.108
H: -8.897 -3.845 -1.995
O: -4.255 3.256 2.119
H: 4.480 -0.008 -1.714
H: -5.430 1.791 -1.145
N: -2.039 2.363 -4.374
C: -5.412 0.286 6.139
H: -1.617 1.242 -2.668
N: 4.058 1.219 2.354
H: 2.852 0.663 3.916
H: 1.879 -3.479 -5.936
C: 4.608 -0.593 3.788
H: 3.612 -4.103 -0.768
C: 5.368 5.073 -1.060
H: -6.802 -0.867 4.518
H: 6.753 5.754 0.397
C: 4.578 1.933 4.690
H: 5.676 4.295 5.284
H: 5.963 4.160 -1.066
C: -2.014 -3.763 2.922
C: 3.826 -3.534 0.137
H: -2.557 -4.876 1.279
C: -1.256 3.107 1.909
O: 3.256 -3.118 -4.399
H: -3.310 -2.784 0.861
H: -5.934 2.432 2.990
H: 4.066 -2.511 -0.152
H: -4.548 1.647 7.688
C: -5.481 -4.401 -1.565
H: 3.450 -2.755 -6.415
C: -2.137 4.084 1.167
H: 3.713 2.156 2.508
H: -5.865 0.211 -1.946
H: -3.170 4.795 2.927
H: -3.525 -2.368 -3.283
H: -5.956 4.084 3.188
H: 4.320 5.290 4.569
H: 4.586 -4.211 0.528
H: -0.372 2.786 1.358
H: -1.442 6.018 1.823
C: 4.116 4.824 -0.268
C: -4.141 -5.240 2.874
H: -4.682 -3.508 1.130
C: 1.190 -0.179 -0.083
O: 0.656 0.208 2.238
H: -7.303 -5.759 -0.352
O: -5.898 -0.951 4.206
H: -3.674 -5.775 3.701
N: -1.364 5.340 1.078
H: 1.285 -3.823 -3.880
H: -4.071 -7.924 2.377
H: 2.495 0.472 1.077
H: 5.160 0.973 -2.970
N: 6.288 1.655 -0.658
H: 8.054 -0.197 -0.284
H: -6.984 -4.637 -3.112
C: -1.483 -1.171 -0.393
H: 2.268 -0.705 -7.877
C: -4.105 -3.288 -3.226
C: 2.048 -1.308 -5.705
C: -3.082 1.356 6.204
H: 7.370 0.808 -2.358
H: -3.207 -7.091 0.897
H: -5.369 -4.266 -0.490
C: -0.996 3.370 -2.313
C: 3.924 0.803 3.772
O: -0.769 -1.656 -2.749
H: -2.205 3.878 0.099
H: -4.837 -4.500 3.269
C: -5.249 3.255 3.193
H: 4.182 4.307 5.996
C: -0.556 -1.264 -1.613
H: 3.883 -0.543 -6.088
C: -5.444 1.209 -2.067
O: -1.653 0.593 4.394
H: -2.710 1.763 -4.832
C: 5.372 0.117 -2.329
H: -3.882 5.241 1.480
O: 2.430 0.374 0.124
C: -3.088 -4.391 2.099
H: -4.867 -5.270 -1.801
H: -1.053 3.351 2.951
C: -1.942 2.259 -2.884
C: 1.989 3.851 -0.415
H: 5.943 -1.393 -5.021
H: -1.341 4.365 -2.596
N: 2.748 -3.581 1.162
C: 0.788 -0.651 -1.276
H: -2.338 -2.834 3.391
H: -3.838 3.143 -2.641
N: -7.271 -5.864 -1.356
H: -1.728 -1.028 1.648
H: -7.649 -2.694 -2.095
H: 4.303 1.834 5.740
H: 7.426 -1.377 -1.476
H: 1.301 -1.098 -4.939
H: -3.239 2.508 -1.222
O: -4.084 1.062 -2.550
C: -5.006 -0.214 4.794
C: -4.356 1.199 6.724
H: 0.808 -1.600 -7.531
H: 2.648 -4.680 -3.250
C: -7.897 -3.640 -1.614
H: -3.611 -0.618 3.328
O: 1.982 -2.624 1.226
C: -3.825 -0.038 4.213
O: 4.151 3.247 4.179
C: -1.037 -0.862 0.835
H: 6.937 6.605 -1.150
N: 3.136 -0.374 -5.430
H: 4.380 -1.223 2.928
C: 7.158 -0.609 -0.750
H: -0.043 3.365 -2.841
H: 1.611 2.830 -0.481
H: -1.826 -4.468 3.732
H: -1.176 2.182 -4.867
H: 4.425 4.645 -2.882
H: -4.778 -7.651 0.808
H: -0.739 3.317 -1.255
H: 5.644 1.832 4.485
H: -4.752 3.140 4.156
H: -4.618 -3.469 -4.171
N: -3.835 -3.225 1.603
H: 5.669 1.323 0.068
H: 3.579 5.768 -0.176
C: -3.401 4.380 1.945
C: 6.475 -1.175 -4.095
H: -1.094 -3.662 2.346
H: 5.736 2.317 -1.184
H: 3.535 -0.704 -4.563
O: -4.793 -6.124 1.975
H: 4.249 -1.041 4.714
O: -2.141 2.114 6.705
C: -3.329 2.250 -2.277
C: -2.755 0.739 4.826
H: -7.817 -3.533 -0.533
H: 1.338 4.477 -1.024
O: -4.985 -3.201 -2.123

Atoms 1-2, force components in eV/Å:
-0.68 -0.23 -0.55
0.65 1.09 0.80

As for the SMILES: O=C1C=C(O)C(=O)C=C1O.O=C1C=C(O)C(=O)C=C1O.C[N+](=O)[O-].COC[C@H](C)N.COC[C@H](C)N.COC[C@H](C)N.COC[C@H](C)N.COC[C@H](C)N.COC[C@H](C)N.COC[C@H](C)N.COC[C@H](C)N. Its LUMO energy is -1.3 eV. For the frontier orbital gap, the calculation gives 7.5 eV. The calculation puts the highest occupied orbital energy at -8.7823 eV.

Atomic partial charges in e from the Mulliken method, atoms 1 to 4:
1 H -0.289
2 C 0.383
3 H 0.288
4 H 0.735

---

No. 2
Density functional theory data (ωB97M-V/def2-TZVPD) for a 7-piece molecular cluster, C46H101ClN5O3 overall.

Element x y z (Å)
H: 1.283 -4.066 -7.737
C: -0.832 -6.611 0.544
C: 2.370 0.436 5.230
H: -0.832 5.805 -2.876
H: -0.799 3.071 -3.861
C: 0.182 -2.666 -5.811
H: -4.138 -1.493 3.857
H: -1.618 -1.094 -5.801
C: -3.982 0.486 3.186
H: 1.305 -2.526 -3.143
H: 2.900 1.927 1.378
N: -0.321 -2.025 -4.538
H: 0.725 -4.566 -4.781
H: 1.631 5.878 -2.789
H: 2.825 3.384 2.328
C: -4.031 -1.548 1.712
C: 1.054 -3.904 -5.588
C: 1.275 -6.262 -0.826
Cl: 0.124 0.257 -0.249
H: 2.104 -0.894 -0.806
H: -1.404 -5.018 1.742
C: 1.871 6.500 -0.770
C: 4.783 2.903 1.588
N: 0.454 -4.492 0.819
H: 1.742 -0.095 1.950
H: -5.612 4.994 -0.281
H: -0.957 6.270 -1.156
C: -3.759 0.681 0.607
H: -1.588 0.926 2.461
H: -1.849 -6.989 0.411
H: 0.967 7.419 -2.508
C: 1.266 -4.981 2.005
H: -0.084 -2.687 -0.140
H: 2.476 -4.541 4.611
H: -5.547 2.086 1.969
H: 1.438 -1.026 -4.209
H: -5.061 0.623 3.285
C: -1.511 3.796 -1.140
H: 0.566 2.517 -1.961
H: 5.323 2.043 1.192
C: -0.327 5.808 -1.917
H: -3.554 0.908 4.095
C: 1.198 -4.771 -0.490
H: 1.252 3.136 7.027
H: 0.299 1.191 3.964
H: -1.816 2.276 1.319
H: -2.553 -1.076 3.212
H: -0.754 -6.622 -1.561
H: -2.117 4.052 -2.005
N: -3.624 1.380 1.989
H: -0.188 -0.035 -5.383
O: 3.636 -0.645 0.614
H: -0.754 -3.753 -3.499
C: 0.646 3.531 -2.359
H: 2.858 6.911 -0.978
H: 1.197 -0.905 3.421
H: -4.787 0.830 0.283
H: 0.069 4.521 -4.282
C: 0.817 -1.670 -3.594
O: 4.572 -2.420 -0.351
H: 2.203 2.795 -4.301
C: -0.944 -0.725 -5.027
C: 0.241 -3.015 0.845
H: 0.580 -5.035 2.858
H: 1.465 7.223 -0.056
H: 2.770 4.523 -0.402
H: 4.303 0.831 3.176
H: 0.927 1.679 -4.641
C: 3.553 1.594 3.385
H: 4.655 3.616 0.775
H: 1.886 3.641 4.710
C: 2.371 -4.064 2.489
H: 2.058 -3.626 -5.258
H: 3.344 2.069 6.171
H: 0.836 -1.937 -6.290
H: 4.021 -4.129 3.866
C: 0.179 3.556 -3.791
H: -2.100 2.458 3.076
H: 2.870 -0.909 2.966
C: 2.415 1.513 6.324
H: 1.190 -2.507 0.992
H: -1.529 -4.541 0.086
H: -2.912 -2.952 -2.510
H: -3.497 -0.461 -2.678
H: 0.166 3.606 4.775
H: 0.911 2.270 2.763
H: 2.004 -3.074 2.766
H: -2.161 0.892 -4.406
C: -4.430 3.512 0.840
C: 1.052 6.432 -2.047
C: -3.386 -0.791 0.583
C: -1.348 -2.927 -3.878
C: -2.175 -2.209 -2.825
C: -0.911 -5.123 0.770
H: 2.585 0.991 7.266
H: -4.221 3.076 -0.133
H: 5.404 3.394 2.340
C: 1.165 2.744 -4.637
H: -0.509 -2.713 1.575
H: -0.454 -7.201 1.380
C: -4.573 2.575 2.027
H: -1.206 0.295 -3.093
H: -6.551 3.977 0.635
H: 3.336 -5.703 3.599
H: 1.531 -6.003 1.754
C: -3.631 -0.970 3.045
C: -1.791 -0.034 -3.962
C: 3.711 -1.536 -0.294
C: 1.116 1.899 3.763
H: 0.257 -5.371 -6.975
H: 0.040 -7.992 -0.933
C: -2.862 -0.974 -3.399
H: 0.730 3.378 0.263
C: 1.039 2.960 4.861
H: 1.527 -0.211 5.468
H: -1.906 4.294 -0.260
H: -0.098 5.026 0.545
H: -4.463 3.088 2.978
C: -0.081 -6.923 -0.747
C: 1.930 5.134 -0.068
C: -5.587 4.490 0.692
H: 1.651 -6.381 -1.842
C: 3.434 2.490 2.157
O: 2.663 -1.581 -1.189
H: 1.673 3.863 -2.244
H: 2.170 5.292 0.988
H: -1.320 2.741 -0.948
H: -2.000 -3.223 -4.699
C: 1.171 2.372 6.253
H: -0.641 -2.914 -6.479
H: 1.974 -5.402 -6.820
H: 0.246 -1.119 -2.848
H: -3.739 -2.600 1.776
H: -5.122 -1.611 1.630
H: 0.629 -4.292 -1.290
C: 0.588 4.415 -0.044
C: 1.125 -4.721 -6.881
C: 3.077 -4.649 3.707
H: -3.586 -1.269 -0.374
H: -3.514 -1.253 -4.235
H: -3.081 1.214 -0.054
H: 3.072 -3.814 1.682
H: -1.596 -1.892 -1.952
H: 3.886 2.243 4.193
C: -2.194 1.795 2.216
H: 2.170 -4.274 -0.477
H: -5.613 5.333 1.380
H: -2.304 -0.882 0.740
H: 0.286 1.796 6.543
H: 3.279 -0.166 5.264
N: -0.144 4.388 -1.378
C: 1.980 -0.278 2.996
N: 2.278 0.926 3.792
H: 1.205 3.076 -5.674
H: -3.521 4.092 1.045
H: 1.967 -6.753 -0.139

Atoms 1-2, force components in eV/Å:
-0.20 -0.18 -0.18
-0.40 -0.91 -1.14

The charge is +3. Its LUMO energy is -5.9 eV. For the frontier orbital gap, the calculation gives 6.9 eV. The calculation puts the highest occupied orbital energy at -12.8027 eV.

Atomic partial charges in e from the Mulliken method, atoms 1 to 4:
1 H 0.377
2 C -0.811
3 C -0.628
4 H 0.479

---

No. 3
Density functional theory data (ωB97M-V/def2-TZVPD) for a 11-piece molecular cluster, C46H104BF3O17P2 overall.

Element x y z (Å)
C: 4.881 1.868 -3.870
H: 2.850 -5.304 -1.004
H: -4.349 -5.335 -7.078
H: 2.106 3.537 1.571
C: 6.573 1.891 -0.578
H: 2.565 -0.062 4.457
O: 2.149 -1.652 -2.239
H: 2.333 -3.513 -0.257
O: 6.026 -6.119 2.161
O: -3.639 -0.844 0.651
C: 1.935 2.987 0.636
O: -0.902 7.214 -0.510
C: -0.694 -1.820 1.902
C: -4.058 5.857 -1.480
H: 4.112 -1.744 -4.751
H: -1.395 8.388 2.612
H: 3.393 -1.725 -6.343
H: -3.163 -0.009 0.600
C: 1.128 -1.204 3.356
H: 3.853 2.031 0.678
C: 2.907 -1.529 -1.059
H: 1.403 2.080 0.910
H: 5.452 -6.203 -2.201
C: 0.840 -3.740 -2.443
H: -0.262 9.004 1.394
H: -6.372 8.209 1.105
H: 2.438 -5.981 3.576
H: 7.703 -4.812 0.516
H: -0.043 7.387 2.045
H: 1.020 -4.382 -1.580
C: 0.990 -5.925 1.973
C: 1.804 -5.254 3.062
H: 2.375 -7.195 1.436
F: -1.328 4.054 -0.007
O: -2.789 -0.562 4.941
H: 8.306 -6.449 0.737
C: 6.122 3.114 -1.417
H: 7.803 -6.297 3.195
C: -5.854 -4.091 2.388
H: -5.872 -5.987 0.623
P: 4.582 2.949 -2.413
H: 6.918 3.370 -2.116
H: -1.571 7.235 6.429
H: -6.180 0.190 -1.313
O: -9.354 6.820 1.861
H: -9.207 6.035 1.325
H: -0.257 6.554 -0.236
H: -3.281 -3.974 -5.336
H: 0.376 -5.192 1.451
H: 9.169 -5.088 1.476
H: 2.341 2.373 -1.901
C: -5.136 -0.001 -1.059
H: 5.993 3.994 -0.792
H: -3.085 6.291 -1.250
H: 0.917 7.020 6.625
H: 2.462 -4.497 2.633
C: -7.343 7.763 0.877
B: 3.394 -3.815 -2.900
C: 4.759 -6.164 -1.366
C: -6.940 -4.585 1.451
H: -1.980 1.336 4.899
H: -2.421 -1.764 -1.864
H: 3.214 2.758 -4.957
H: -4.982 6.379 0.395
H: -3.254 -6.390 -7.988
C: -4.810 5.495 -0.215
H: -5.536 -1.535 0.403
P: 1.754 -2.536 -4.724
H: -1.300 -5.382 -6.770
H: 0.329 -6.687 2.401
C: -1.671 7.558 0.635
C: 3.319 -5.859 -1.816
H: -2.409 8.296 0.320
H: -7.188 6.883 0.253
C: 3.319 2.714 0.014
H: -5.423 0.097 1.081
H: 6.136 -6.980 1.746
H: 2.763 -6.787 -1.929
F: 1.488 5.132 -0.390
C: -0.240 -1.293 3.112
C: -2.527 -2.230 -2.840
H: -2.616 -1.449 -3.595
C: 0.440 7.139 5.654
H: 3.905 -3.248 -5.657
H: -4.630 6.572 -2.073
O: -6.091 4.938 -0.517
H: 1.155 -4.777 3.798
C: -0.906 7.824 5.797
H: -3.449 -2.805 -2.924
H: 3.989 -1.558 -1.213
H: -4.461 1.538 4.560
H: -6.284 -3.578 3.250
C: 8.181 -5.482 1.231
C: 7.325 -5.623 2.476
H: -7.610 -5.277 1.973
C: 4.234 2.430 -5.144
C: -2.309 -5.308 -6.368
O: -2.396 -4.048 -5.708
C: 2.087 -2.923 -2.873
O: -6.391 -5.240 0.310
H: 0.634 -4.416 -3.277
C: -3.337 -5.429 -7.478
O: 0.302 5.834 5.096
C: -5.006 -0.586 0.333
H: -0.939 -0.954 3.869
H: -8.256 8.267 2.768
H: -5.948 4.148 -1.048
H: -7.492 6.670 2.732
H: 3.878 3.648 0.041
C: -0.796 8.119 1.741
O: 1.346 0.306 -0.746
H: 1.105 7.732 5.016
H: 1.141 0.403 -1.682
O: -0.267 -2.880 -2.287
H: -1.645 -4.158 -3.206
H: -3.944 2.432 6.000
H: -2.446 -6.108 -5.632
H: 7.526 1.526 -0.962
H: 4.179 1.642 -5.898
C: 1.694 -0.687 4.654
H: -3.201 -4.631 -8.209
H: 2.042 -1.517 5.271
H: 7.185 -4.655 2.956
H: -4.583 0.940 -1.130
H: -4.714 -0.680 -1.799
H: 0.961 -0.120 5.223
H: 1.691 -0.387 -4.355
H: -4.238 4.772 0.379
H: 4.477 0.862 -3.728
C: 1.030 3.877 -0.135
H: 4.719 -7.104 -0.818
H: 5.048 -5.375 -0.674
H: -7.535 -3.751 1.079
H: -3.901 4.973 -2.104
C: 3.437 -2.295 -5.414
H: -1.761 -1.892 1.743
H: 6.754 2.177 0.458
C: -8.080 7.388 2.149
H: 5.953 1.719 -4.009
O: 1.067 -1.046 -4.691
O: 1.833 -6.535 0.993
C: -1.322 -3.113 -3.198
C: 1.577 -2.112 1.126
F: -0.473 2.557 -1.378
H: -2.202 6.665 0.985
H: -0.106 5.929 4.230
H: -1.054 -2.858 -4.219
C: -2.683 0.747 5.499
H: -0.184 -2.627 -0.004
C: 3.267 2.103 -1.389
H: -4.732 0.850 6.156
C: -4.032 1.437 5.560
H: 5.875 1.060 -0.611
O: 3.226 -5.185 -3.078
O: 4.668 -3.315 -2.790
C: 0.204 -2.223 0.924
O: 3.540 0.702 -1.424
C: 2.603 -2.518 0.093
C: -0.227 3.507 -0.509
H: -1.389 7.922 4.823
H: -0.797 8.818 6.234
H: -7.928 8.476 0.294
H: -5.244 -4.923 2.747
H: 3.008 0.067 0.424
H: 4.852 3.223 -5.558
H: 3.084 -1.538 2.535
H: 3.545 -2.648 0.631
H: -2.266 0.630 6.498
C: 2.015 -1.617 2.358
H: -3.147 -0.473 4.051
C: 2.661 -0.086 -0.597
H: 5.267 -3.770 -3.390
H: -5.186 -3.404 1.867

Atoms 1-2, force components in eV/Å:
-0.13 -0.72 0.02
-0.24 0.05 -0.15

As for the SMILES: CCOC[C@@](O[C@H](Cc1cccc(C)c1)[C@H](O)O[C@@H](CCC(F)=C(F)F)P(CC)CC)(B(O)OCC)P(C)O.CCO.CCO.CCO.CCO.CCO.CCO.CCO.CCO.CCO.CCO. Its LUMO energy is 0.0 eV. For the frontier orbital gap, the calculation gives 7.7 eV. The calculation puts the highest occupied orbital energy at -7.7307 eV.

Atomic partial charges in e from the Mulliken method, atoms 1 to 4:
1 C 0.446
2 H -0.381
3 H 0.348
4 H 0.536